#1
2 unconnected molecules or ions with the total composition H3N2P, computed with ωB97M-V/def2-TZVPD.

```
6
Properties=species:S:1:pos:R:3:nbo_charge:R:1
N 0.46 -0.63 -0.41 -0.677
N -0.03 -0.10 0.77 -0.476
P -0.63 0.69 -0.59 0.810
H 1.47 -0.57 -0.48 0.383
H -1.58 -1.16 1.25 0.068
H 0.30 1.77 -0.54 -0.109
```

E_HOMO (spin up / spin down) in eV: -9.1863 / -9.6152
LUMO level (spin up / spin down) in eV: -0.176 / -0.437
HOMO-LUMO gap (spin up / spin down) in eV: 9.01 / 9.18
Net charge: 0

#2
2 unconnected molecules or ions with the total composition H3N2P, computed with ωB97M-V/def2-TZVPD.

```
6
Properties=species:S:1:pos:R:3:nbo_charge:R:1
N -1.12 -0.57 -0.71 -1.082
N 1.01 0.27 0.38 -1.175
P -0.50 0.78 -0.33 1.166
H -2.52 0.06 -0.88 0.314
H 1.18 -0.61 0.93 0.405
H 1.57 0.95 0.73 0.372
```

E_HOMO in eV: -9.4789
LUMO level in eV: 0.323
HOMO-LUMO gap in eV: 9.80
Net charge: 0

Which structure wins on stability? #2 wins.

#1
2 unconnected molecules or ions with the total composition C5H10NO3, computed with ωB97M-V/def2-TZVPD.

```
19
Properties=species:S:1:pos:R:3:nbo_charge:R:1
C -1.54 -0.25 -2.56 -0.763
C -1.38 0.98 -1.56 0.787
O -1.44 0.68 -0.36 -0.820
O -1.37 2.12 -2.08 -0.776
H -1.83 0.33 -3.47 0.216
H -2.19 -1.02 -2.16 0.203
H -0.61 -0.69 -2.88 0.196
C 2.03 -0.15 1.12 -0.500
C 1.48 1.27 0.94 -0.614
C 1.10 -1.32 1.50 0.672
O 1.46 -2.41 1.90 -0.672
N -0.23 -1.05 1.33 -0.841
H 2.44 -0.39 0.12 0.220
H 2.71 -0.07 1.97 0.214
H 0.99 1.49 1.92 0.198
H 0.88 1.53 0.07 0.255
H -0.94 -1.64 1.76 0.382
H -0.58 -0.20 0.87 0.453
H 2.36 1.94 0.85 0.190
```

E_HOMO in eV: -4.6593
LUMO level in eV: 3.723
HOMO-LUMO gap in eV: 8.38
Net charge: -1

#2
2 unconnected molecules or ions with the total composition C5H10NO3, computed with ωB97M-V/def2-TZVPD.

```
19
Properties=species:S:1:pos:R:3:nbo_charge:R:1
C 0.41 2.31 -0.28 -0.525
C 1.29 1.41 -1.09 -0.618
C -0.34 1.63 0.80 0.681
O -0.05 1.68 1.98 -0.608
N -1.62 1.28 0.31 -0.819
H 0.98 3.14 0.24 0.228
H -0.30 2.90 -0.90 0.219
H 1.07 0.41 -1.36 0.251
H -2.10 0.70 0.89 0.384
H -1.33 0.94 -0.68 0.400
H 2.36 1.48 -0.84 0.216
H 1.37 1.98 -2.15 0.187
C -0.17 -2.85 1.15 -0.763
C -0.38 -2.74 -0.48 0.794
O -1.17 -1.99 -0.94 -0.759
O 0.40 -3.63 -1.04 -0.844
H -0.24 -1.87 1.61 0.181
H 0.78 -3.35 1.32 0.206
H -0.95 -3.45 1.46 0.190
```

E_HOMO in eV: -3.6843
LUMO level in eV: 3.296
HOMO-LUMO gap in eV: 6.98
Net charge: -1

Which structure wins on stability? #1 wins.